## a
Entry from the OMol25 dataset: an isolated molecule of C3H9N (ωB97M-V with the def2-TZVPD basis set).

lowest unoccupied orbital energy: 0.045 hartree
highest occupied orbital energy: -9.2 eV
SMILES: CCCN

Structure (XYZ):
```
13
C3H9N ωB97M-V with the def2-TZVPD basis set
H 1.93964 0.81390 -0.30893
H -2.81837 0.51723 -0.34453
C -0.78880 0.50951 0.09958
H 0.44871 -1.28206 -0.90233
H -0.03044 -1.30014 0.84266
H 1.85761 0.34557 1.45400
H -0.37539 1.29904 -0.44911
H -1.02448 0.77361 1.10722
C 0.34954 -0.56124 0.08379
H 2.58170 -0.81308 0.10579
H -1.96187 -0.18362 -1.51475
C 1.79915 -0.03064 0.35370
N -1.97701 -0.08810 -0.52711
```

***

## b
Entry from the OMol25 dataset: an isolated molecule of C3H9N (ωB97M-V with the def2-TZVPD basis set).

lowest unoccupied orbital energy: 0.045 hartree
highest occupied orbital energy: -9.1 eV
SMILES: CCCN

Structure (XYZ):
```
13
C3H9N ωB97M-V with the def2-TZVPD basis set
H -0.09830 -0.97031 2.03151
H -1.13964 0.86227 0.21126
H -0.60913 -0.80900 -2.46115
N 0.39068 0.06951 1.81279
H 0.66669 1.16383 0.22309
H 0.31578 0.76336 2.51348
H 0.09971 0.88296 -2.38891
H -0.69941 -1.33657 -0.15516
C -0.30985 0.08783 -1.74199
C -0.04726 0.50694 0.48447
C 0.18055 -0.65654 -0.48312
H -1.41352 0.25121 -1.64144
H 1.20246 -0.92373 -0.57836
```

***

Which structure is the most stable? The one labeled a.

***

## a
Entry from the OMol25 dataset: an isolated molecule of C3H9N (ωB97M-V with the def2-TZVPD basis set).

lowest unoccupied orbital energy: 0.045 hartree
highest occupied orbital energy: -8.4 eV
SMILES: CCNC

Structure (XYZ):
```
13
C3H9N ωB97M-V with the def2-TZVPD basis set
C -0.63416 -0.46470 1.43158
H 1.09705 1.24603 0.31243
C 0.26794 0.84517 -0.33971
N -0.88433 0.53158 0.49022
C 0.76684 -0.28017 -1.29302
H -0.52547 -1.47668 0.96586
H -1.36058 -0.49764 2.24322
H 1.56887 0.07717 -1.93039
H -0.01443 1.70786 -0.95044
H 0.45397 -0.29502 1.84081
H 1.02188 -1.11675 -0.71213
H 0.01706 -0.68264 -2.02543
H -1.77463 0.40581 -0.03300
```

***

## b
Entry from the OMol25 dataset: an isolated molecule of C3H9N (ωB97M-V with the def2-TZVPD basis set).

lowest unoccupied orbital energy: 0.044 hartree
highest occupied orbital energy: -9.2 eV
SMILES: CC(C)N

Structure (XYZ):
```
13
C3H9N ωB97M-V with the def2-TZVPD basis set
H -1.20770 -0.82456 1.10267
H 2.25647 -0.11261 -0.33774
H -0.01411 1.63894 1.00954
N 0.15913 1.53227 0.03544
H -1.39149 -1.52513 -0.47287
C 1.34322 -0.56506 0.03662
C 0.03025 0.15131 -0.36108
H -0.05034 0.13662 -1.49802
H 1.41022 -0.50825 1.15083
H 1.36844 -1.64559 -0.25150
C -1.27349 -0.56575 0.06772
H -2.17706 0.08532 -0.04640
H -0.45354 2.20249 -0.43521
```

***

Which structure is the most stable? The one labeled b.

***

## a
Entry from the OMol25 dataset: a cluster of 8 separate species, C18H52O8 in total (ωB97M-V with the def2-TZVPD basis set).

lowest unoccupied orbital energy: 0.016 hartree
highest occupied orbital energy: -9.7 eV
SMILES: CC(C)O.CC(C)O.CC(C)O.CC(C)O.CC(C)O.CC(C)O.O.O

Structure (XYZ):
```
78
C18H52O8 ωB97M-V with the def2-TZVPD basis set
H -24.38917 -3.09784 -0.36690
H -27.32756 -3.42627 -0.20146
H -23.07047 -0.65371 1.44911
H -21.66519 -5.94742 1.32216
C -21.10490 -1.59997 -6.42015
H -21.46205 1.24156 -4.49987
H -20.65648 -2.57347 -6.24489
H -20.42507 -0.85591 -4.44586
H -22.08678 -1.68151 -6.88953
H -21.65368 -3.57408 0.70748
O -23.79556 -0.66478 0.81747
O -19.16644 -2.76653 -0.96100
H -19.66351 -4.72597 1.75779
H -23.86455 -4.74683 -0.35143
H -26.76379 -1.59752 -4.66949
C -26.86788 -3.53121 0.78651
H -17.06967 -3.99858 -2.10044
C -21.47907 -5.65269 2.35516
H -20.42356 0.55940 -2.14318
C -19.12181 -3.35191 -2.26410
H -26.15186 -5.46691 0.34163
H -21.39741 3.28992 -1.17159
H -24.46738 -1.18363 -2.71400
C -25.48498 -1.05507 -3.09782
C -22.88279 2.13405 -2.15366
H -25.74303 -4.80899 2.52506
O -25.02831 -4.74277 1.88440
H -20.26287 2.05715 -3.00589
H -21.03622 -6.50089 2.88726
C -25.48744 -3.29428 -4.22709
H -22.11353 -1.96604 -2.11438
H -19.53185 1.90847 -1.41529
C -21.63628 2.23818 -1.33932
H -25.60712 0.02618 -3.19054
H -24.54631 -3.51455 -3.72746
C -24.75354 -4.11958 -0.46811
H -27.67233 -3.90409 1.42601
H -20.46663 -1.04070 -7.11117
H -25.56787 -3.81156 -5.18510
C -21.26886 -3.27751 1.68624
H -19.64336 -2.69343 -2.98243
O -24.85403 -1.23978 -5.40461
O -20.24858 -4.03930 3.67576
O -21.83879 1.63287 -0.06080
H -23.01087 1.17198 -2.66925
H -17.65981 -3.95211 -3.73566
C -25.72383 -1.80303 -4.39851
H -19.25605 -5.40370 -1.65542
H -22.15386 0.73564 -0.23245
H -25.32433 -1.23341 -6.24210
H -22.99256 2.89158 -2.93162
H -25.24265 -4.29853 -1.42050
H -26.17297 -1.39737 -2.32246
C -19.83614 -4.68137 -2.23547
H -23.47948 -1.24447 0.11044
H -20.15165 -4.81948 4.22937
H -20.86084 -4.56933 -1.89658
O -22.22887 -1.56030 -4.29389
C -25.70250 -4.50455 0.64312
H -22.86808 0.59661 -5.43078
C -21.27235 -0.82401 -5.13238
H -21.14348 -1.70341 -0.96244
H -23.04117 -1.71170 -4.79552
H -22.39694 -5.39990 2.88654
H -18.58564 -1.99836 -0.96937
C -21.78899 0.58407 -5.29850
H -21.33885 1.03670 -6.19462
O -22.08309 -1.70533 -1.18345
H -23.75586 2.13893 -1.49665
H -26.53143 -2.55735 1.14514
C -17.70541 -3.41976 -2.78483
C -20.54731 -4.43736 2.34101
C -20.41439 1.64362 -2.00055
H -22.14564 -3.04194 2.29317
H -20.64339 -2.40032 1.52306
H -17.23267 -2.43968 -2.85831
H -26.30518 -3.69565 -3.61999
H -19.80228 -5.08044 -3.25330
```

***

## b
Entry from the OMol25 dataset: a cluster of 8 separate species, C18H52O8 in total (ωB97M-V with the def2-TZVPD basis set).

lowest unoccupied orbital energy: 0.015 hartree
highest occupied orbital energy: -9.6 eV
SMILES: CC(C)O.CC(C)O.CC(C)O.CC(C)O.CC(C)O.CO.CO.CO

Structure (XYZ):
```
78
C18H52O8 ωB97M-V with the def2-TZVPD basis set
H 5.01793 2.15885 1.95041
C -2.25994 2.71486 -0.28862
H 0.84182 -4.03008 -5.00581
H -1.92827 -2.37543 1.41913
H 1.60082 -3.96480 1.69314
H 1.71019 2.20550 3.17914
H -2.39444 -0.66480 1.00362
H -0.90867 2.59359 5.74084
H 2.60923 2.08080 -0.43219
O -1.24274 -1.23853 -4.18732
H 3.73309 2.84419 2.99735
H -1.00773 -2.15019 -4.29239
H -2.16339 -1.96138 -0.91061
H -0.23412 3.32634 1.98714
H -2.30240 4.43800 -1.37410
H -0.09873 -4.01128 -1.94978
H -4.47717 2.67098 -0.30398
H -3.88415 1.42996 0.65058
H -0.25724 -0.79162 -2.42900
C 2.61645 -2.07963 2.18551
H -0.63686 -6.21864 -5.54043
H -3.18348 -1.86108 -4.97058
C -1.22524 -5.86523 -4.70470
H 3.23719 3.57357 -1.23341
C -2.64238 -1.08604 -4.47697
H 3.31839 1.63489 1.98796
H -1.51906 2.30808 0.38231
H 0.86047 0.93412 -1.31251
H 2.01672 -1.10452 4.07319
H 0.67004 3.41455 6.19963
C 0.93277 -0.17801 -1.07673
H 4.30025 4.25684 0.78787
H 3.29507 -1.12962 0.71842
H -1.25635 2.37076 -2.22502
C -3.60936 2.43880 0.37811
H -1.32873 2.52277 2.92862
H -2.86120 -0.22618 -5.14516
C 0.36113 3.28477 4.06595
O 2.34563 4.10728 1.24211
H 2.43841 -3.21684 0.31282
C -0.66737 3.38334 2.99424
H 0.96593 -2.43571 3.74686
H -3.81924 3.01021 1.25065
H 0.57565 -5.64961 -3.65999
O -0.24417 -0.81371 -1.45527
O 1.14759 2.07416 3.96226
H -1.59278 -6.76144 -4.19660
H 0.85025 -0.99858 2.81726
H -3.59398 -1.68070 1.63932
C 3.59678 3.51141 0.89154
C 3.44388 2.80326 -0.48034
H -3.21818 -0.97895 -3.53074
C -0.31282 -5.03149 -3.79289
H -3.06782 2.28005 -2.26476
C -2.15970 2.02541 -1.68081
H 1.07530 4.07005 3.91646
H -1.12332 -5.53697 -1.89391
H -2.06438 -5.36746 -5.17118
C -0.86024 -4.61791 -2.47670
H 1.08383 -0.23353 0.00394
H -1.14290 4.34537 3.14297
H 3.53539 -2.55786 2.56116
C 1.59411 -1.64613 3.25720
H 1.77353 -0.59510 -1.60496
H 0.89953 -2.57667 0.92051
C -0.17016 3.42451 5.47754
H 4.41771 2.33542 -0.73979
C 3.94884 2.48822 1.98521
O 0.07994 -3.80941 -4.47167
C -2.71033 -1.71063 0.98043
C 1.89312 -2.97196 1.20523
H -2.14515 0.94516 -1.54560
O -2.96926 -2.09011 -0.34103
O 3.00068 -0.84900 1.60418
H -0.73567 4.35768 5.56584
O -2.08846 4.10954 -0.47959
H -1.79129 -4.05536 -2.66458
H 2.11122 4.64890 0.50305
```

***

Which structure is the most stable? The one labeled a.